[1]
The following is a quantum chemistry calculation of 10 unconnected molecules or ions with the total composition C50H130N10O15 at a distorted geometry, from OMol25.

Output
Relative energy (zero: lowest compared OMol25 entry of this formula, charge and spin) in eV: 3.401
HOMO level in eV: -8.37
SMILES: COC[C@H](C)N.COC[C@H](C)N.COC[C@H](C)N.COC[C@H](C)N.COC[C@H](C)N.COCCNCCOC.COCCNCCOC.COCCNCCOC.COCCNCCOC.COCCNCCOC
Max |F| in hartree/bohr: 0.0561

Geometry as XYZ:
```
205
Properties=species:S:1:pos:R:3:lowdin_charge:R:1
C -5.640 -7.121 -3.093 -0.115
O -5.595 -5.710 -3.184 -0.180
C -6.100 -4.981 -2.056 -0.217
C -5.861 -3.498 -2.116 -0.397
C -4.358 -3.141 -1.907 -0.037
N -6.652 -2.820 -1.080 0.045
H -6.596 -7.476 -3.476 0.077
H -5.550 -7.523 -2.084 0.085
H -4.944 -7.566 -3.805 0.085
H -7.179 -5.131 -2.048 0.116
H -5.822 -5.428 -1.101 0.122
H -6.188 -3.134 -3.090 0.144
H -4.256 -2.067 -2.059 0.060
H -3.699 -3.620 -2.631 0.078
H -4.080 -3.356 -0.875 0.057
H -7.635 -2.688 -1.270 0.053
H -6.505 -3.267 -0.186 0.086
C -0.302 -2.722 -4.793 -0.128
O 0.610 -2.445 -3.792 -0.226
C 1.763 -3.300 -3.786 -0.154
C 2.324 -3.219 -2.330 -0.402
C 2.859 -1.810 -2.113 -0.075
N 3.487 -4.063 -2.159 0.028
H -0.998 -1.897 -4.950 0.092
H -0.858 -3.641 -4.608 0.084
H 0.235 -2.939 -5.715 0.085
H 1.423 -4.322 -3.950 0.124
H 2.455 -2.922 -4.538 0.127
H 1.497 -3.419 -1.648 0.133
H 2.064 -1.110 -1.857 0.038
H 3.391 -1.483 -3.006 0.070
H 3.640 -1.691 -1.363 0.076
H 4.226 -3.790 -2.792 0.073
H 3.839 -3.965 -1.218 0.066
C 5.114 0.013 6.430 -0.092
O 5.204 -0.308 5.030 -0.190
C 4.952 -1.721 4.849 -0.178
C 4.680 -2.022 3.350 -0.428
C 3.555 -1.099 2.754 -0.056
N 4.284 -3.348 3.095 0.037
H 5.354 1.068 6.559 0.088
H 5.655 -0.659 7.097 0.085
H 4.056 -0.105 6.663 0.065
H 5.792 -2.332 5.177 0.122
H 4.051 -2.090 5.339 0.106
H 5.577 -1.763 2.787 0.134
H 3.343 -1.277 1.699 0.061
H 3.886 -0.068 2.875 0.069
H 2.585 -1.203 3.241 0.046
H 4.393 -3.518 2.106 0.067
H 3.301 -3.471 3.288 0.030
C -1.165 7.904 3.900 -0.105
O -1.481 7.146 2.692 -0.197
C -0.737 5.863 2.670 -0.129
C 0.715 6.078 1.980 -0.384
C 0.669 6.397 0.487 -0.066
N 1.478 4.820 2.102 0.040
H -1.170 7.387 4.860 0.079
H -1.749 8.820 3.987 0.080
H -0.139 8.254 3.789 0.069
H -0.597 5.425 3.658 0.106
H -1.204 5.091 2.057 0.101
H 1.199 6.909 2.494 0.116
H 0.122 5.644 -0.081 0.059
H 1.645 6.360 0.003 0.065
H 0.252 7.391 0.325 0.079
H 2.210 4.945 1.417 0.042
H 0.898 4.078 1.737 0.005
C -0.834 -0.893 -1.318 -0.073
O -0.734 0.259 -0.456 -0.216
C 0.630 0.541 -0.098 -0.171
C 0.751 1.703 0.930 -0.368
C 0.451 1.236 2.376 -0.045
N -0.227 2.765 0.684 0.063
H -0.252 -0.651 -2.207 0.071
H -1.863 -1.112 -1.603 0.082
H -0.335 -1.753 -0.872 0.057
H 1.093 -0.416 0.141 0.105
H 1.157 0.911 -0.977 0.103
H 1.786 2.030 0.834 0.134
H 1.124 0.387 2.496 0.053
H -0.576 0.911 2.541 0.058
H 0.699 1.944 3.166 0.058
H -1.082 2.277 0.458 0.065
H 0.055 3.165 -0.200 0.025
C -9.658 -2.344 -3.083 -0.131
O -9.117 -1.516 -2.106 -0.205
C -9.057 -0.168 -2.555 -0.224
C -8.212 0.676 -1.631 -0.217
N -6.810 0.203 -1.574 -0.059
C -6.069 1.103 -0.670 -0.177
C -4.735 0.407 -0.148 -0.206
O -4.426 1.250 0.933 -0.205
C -3.282 0.839 1.746 -0.074
H -9.070 -2.378 -4.000 0.089
H -10.595 -1.869 -3.376 0.083
H -9.882 -3.372 -2.798 0.091
H -10.057 0.265 -2.576 0.121
H -8.654 -0.036 -3.559 0.124
H -8.716 0.792 -0.671 0.114
H -8.127 1.672 -2.065 0.118
H -6.758 -0.759 -1.271 0.044
H -6.668 1.226 0.233 0.107
H -5.867 2.050 -1.170 0.116
H -4.007 0.439 -0.959 0.112
H -4.953 -0.594 0.224 0.111
H -3.420 -0.048 2.365 0.076
H -3.094 1.595 2.508 0.081
H -2.457 0.620 1.068 0.053
C 3.524 -2.140 -10.561 -0.068
O 3.975 -1.036 -9.701 -0.191
C 5.354 -1.045 -9.491 -0.267
C 5.844 0.340 -8.986 -0.184
N 4.962 0.892 -7.946 -0.054
C 4.963 0.214 -6.669 -0.203
C 4.044 0.830 -5.557 -0.196
O 2.660 0.513 -5.712 -0.176
C 1.881 0.966 -4.631 -0.104
H 2.461 -2.370 -10.484 0.082
H 4.000 -3.105 -10.389 0.080
H 3.771 -1.857 -11.584 0.082
H 5.899 -1.197 -10.423 0.114
H 5.656 -1.810 -8.776 0.113
H 5.962 0.964 -9.871 0.109
H 6.865 0.129 -8.668 0.113
H 4.023 0.823 -8.313 0.100
H 5.989 0.221 -6.301 0.115
H 4.749 -0.854 -6.704 0.108
H 4.256 1.899 -5.516 0.100
H 4.344 0.525 -4.554 0.108
H 1.972 2.032 -4.425 0.064
H 2.084 0.362 -3.747 0.065
H 0.836 0.797 -4.889 0.094
C -3.433 -1.330 7.366 -0.110
O -2.496 -0.328 7.045 -0.203
C -2.479 0.149 5.682 -0.198
C -1.338 1.142 5.502 -0.208
N -0.049 0.463 5.553 -0.036
C 1.104 1.364 5.752 -0.204
C 1.398 1.494 7.210 -0.223
O 1.556 0.169 7.683 -0.209
C 1.537 0.085 9.080 -0.114
H -3.396 -2.211 6.725 0.083
H -4.418 -0.884 7.233 0.082
H -3.254 -1.549 8.419 0.089
H -3.414 0.635 5.403 0.119
H -2.327 -0.693 5.007 0.110
H -1.468 1.925 6.249 0.116
H -1.391 1.696 4.564 0.097
H -0.082 -0.191 6.322 0.090
H 0.929 2.383 5.406 0.114
H 1.910 1.138 5.054 0.109
H 0.596 2.003 7.746 0.125
H 2.319 2.073 7.278 0.125
H 1.499 -0.956 9.398 0.086
H 0.779 0.636 9.637 0.090
H 2.534 0.404 9.384 0.085
C -1.740 -3.457 0.732 -0.139
O -1.214 -3.586 2.025 -0.165
C -0.294 -2.542 2.385 -0.183
C 0.155 -2.613 3.880 -0.172
N 1.228 -3.615 4.030 -0.048
C 1.623 -3.857 5.428 -0.196
C 0.748 -4.907 6.113 -0.286
O 0.636 -6.003 5.302 -0.162
C 0.070 -7.101 6.016 -0.084
H -2.384 -2.590 0.581 0.074
H -2.389 -4.329 0.645 0.085
H -1.071 -3.569 -0.121 0.077
H -0.684 -1.563 2.107 0.100
H 0.624 -2.613 1.802 0.109
H -0.723 -2.823 4.490 0.110
H 0.511 -1.643 4.228 0.084
H 0.868 -4.542 3.854 0.094
H 1.631 -3.016 6.121 0.117
H 2.650 -4.224 5.442 0.106
H -0.153 -4.453 6.528 0.120
H 1.282 -5.101 7.044 0.119
H -0.140 -8.006 5.447 0.088
H -0.812 -6.851 6.606 0.088
H 0.838 -7.424 6.718 0.085
C 4.215 7.773 -5.061 -0.061
O 3.840 6.579 -4.319 -0.206
C 4.802 5.594 -4.285 -0.246
C 4.077 4.352 -3.669 -0.196
N 3.741 4.700 -2.269 -0.051
C 2.588 3.951 -1.771 -0.172
C 1.232 4.459 -2.441 -0.149
O 0.107 3.811 -1.787 -0.274
C -1.130 4.251 -2.274 -0.105
H 4.588 7.496 -6.047 0.083
H 5.041 8.261 -4.543 0.083
H 3.429 8.520 -5.166 0.086
H 5.662 5.880 -3.680 0.125
H 5.149 5.306 -5.277 0.119
H 4.731 3.481 -3.632 0.107
H 3.262 4.065 -4.333 0.095
H 3.539 5.684 -2.365 0.084
H 2.582 4.167 -0.702 0.089
H 2.684 2.883 -1.966 0.110
H 1.225 3.993 -3.426 0.101
H 1.188 5.548 -2.403 0.120
H -1.354 3.748 -3.214 0.091
H -1.047 5.319 -2.473 0.084
H -1.980 4.199 -1.593 0.096
```

=====

[2]
The following is a quantum chemistry calculation of 16 unconnected molecules or ions with the total composition C50H138N6O22 at a distorted geometry, from OMol25.

Output
HOMO level in eV: -8.77
Max |F| in hartree/bohr: 0.0494

Geometry as XYZ:
```
216
Properties=species:S:1:pos:R:3:lowdin_charge:R:1
C -4.251 -6.546 -1.551 -0.148
O -3.554 -6.210 -2.681 -0.177
C -2.233 -5.693 -2.392 -0.183
C -2.246 -4.245 -1.990 -0.193
N -2.702 -3.320 -3.063 -0.053
C -2.981 -1.972 -2.507 -0.177
C -3.316 -1.015 -3.670 -0.204
O -4.546 -1.430 -4.254 -0.200
C -4.914 -0.668 -5.391 -0.106
H -5.203 -6.936 -1.931 0.100
H -4.385 -5.766 -0.807 0.075
H -3.781 -7.339 -0.991 0.080
H -1.599 -5.790 -3.319 0.139
H -1.760 -6.393 -1.670 0.110
H -1.256 -4.015 -1.566 0.095
H -2.953 -4.159 -1.145 0.108
H -3.576 -3.707 -3.444 0.131
H -2.078 -1.648 -1.930 0.107
H -3.739 -1.987 -1.724 0.109
H -2.497 -1.135 -4.388 0.118
H -3.392 0.041 -3.319 0.113
H -5.961 -0.910 -5.595 0.085
H -4.293 -0.977 -6.240 0.091
H -4.852 0.432 -5.209 0.089
C -0.616 1.628 -2.694 -0.082
O -0.716 2.320 -3.950 -0.175
C 0.473 2.387 -4.666 -0.244
C 1.457 3.425 -4.209 -0.232
N 0.839 4.724 -3.997 -0.019
C 1.837 5.638 -3.415 -0.203
C 2.673 6.236 -4.527 -0.243
O 3.610 7.077 -3.885 -0.202
C 4.364 7.996 -4.698 -0.085
H -0.044 0.704 -2.838 0.065
H -1.611 1.319 -2.366 0.070
H -0.052 2.189 -1.927 0.079
H 0.210 2.602 -5.708 0.127
H 0.999 1.407 -4.766 0.128
H 2.252 3.527 -4.953 0.115
H 2.007 3.067 -3.350 0.092
H 0.067 4.560 -3.367 0.067
H 2.556 5.073 -2.791 0.102
H 1.346 6.449 -2.883 0.125
H 1.959 6.819 -5.147 0.131
H 3.099 5.468 -5.178 0.113
H 4.850 7.432 -5.490 0.082
H 5.165 8.523 -4.197 0.077
H 3.676 8.764 -5.048 0.084
C 7.905 -6.204 5.712 -0.131
O 7.507 -5.804 4.436 -0.198
C 6.880 -6.873 3.742 -0.232
C 6.485 -6.350 2.344 -0.197
N 5.320 -5.492 2.618 -0.060
C 4.948 -4.601 1.532 -0.230
C 3.773 -3.734 1.897 -0.194
O 4.157 -2.835 2.984 -0.181
C 3.008 -2.228 3.485 -0.140
H 8.441 -5.358 6.152 0.088
H 8.647 -7.021 5.568 0.093
H 7.085 -6.494 6.385 0.092
H 5.891 -7.119 4.218 0.131
H 7.475 -7.798 3.728 0.118
H 6.227 -7.140 1.659 0.107
H 7.333 -5.858 1.859 0.115
H 5.620 -4.840 3.354 0.110
H 4.626 -5.131 0.613 0.120
H 5.792 -3.945 1.256 0.126
H 2.962 -4.397 2.249 0.116
H 3.369 -3.083 1.077 0.125
H 2.489 -1.651 2.682 0.083
H 3.312 -1.492 4.210 0.084
H 2.284 -2.945 3.874 0.074
C -0.169 -5.321 0.927 -0.072
O 0.512 -4.932 -0.273 -0.221
C 1.103 -6.066 -0.864 -0.233
C 1.639 -5.670 -2.215 -0.214
N 2.778 -4.786 -2.052 -0.037
C 3.243 -4.378 -3.366 -0.202
C 4.121 -3.142 -3.228 -0.194
O 3.296 -2.118 -2.646 -0.211
C 3.956 -0.885 -2.634 -0.119
H -1.086 -5.889 0.677 0.098
H -0.528 -4.453 1.463 0.040
H 0.561 -5.849 1.557 0.100
H 0.345 -6.850 -1.028 0.116
H 1.932 -6.460 -0.257 0.129
H 0.867 -5.190 -2.832 0.109
H 1.931 -6.539 -2.789 0.123
H 2.385 -3.984 -1.565 0.077
H 2.393 -4.151 -4.057 0.114
H 3.839 -5.191 -3.734 0.115
H 4.604 -2.819 -4.158 0.119
H 5.025 -3.189 -2.605 0.122
H 3.945 -0.457 -3.624 0.089
H 4.916 -0.814 -2.099 0.101
H 3.363 -0.151 -2.070 0.061
C 4.131 5.714 3.489 -0.061
O 3.217 4.624 3.921 -0.193
C 1.955 4.810 3.307 -0.230
C 1.931 4.650 1.791 -0.178
N 0.529 4.504 1.368 -0.068
C 0.227 4.849 0.018 -0.200
C -1.187 4.429 -0.412 -0.196
O -1.293 4.902 -1.742 -0.224
C -2.534 4.642 -2.337 -0.096
H 4.262 5.637 2.397 0.076
H 5.125 5.539 3.880 0.077
H 3.733 6.686 3.754 0.084
H 1.629 5.854 3.476 0.125
H 1.297 4.092 3.834 0.115
H 2.490 3.722 1.507 0.116
H 2.310 5.513 1.286 0.109
H 0.220 3.549 1.597 0.094
H 0.891 4.389 -0.693 0.105
H 0.263 5.922 -0.165 0.134
H -1.940 4.935 0.183 0.117
H -1.250 3.330 -0.376 0.113
H -3.312 5.087 -1.704 0.087
H -2.697 3.539 -2.282 0.083
H -2.425 5.035 -3.329 0.095
C -4.123 2.632 0.831 -0.079
O -3.059 1.713 0.952 -0.219
C -3.424 0.446 0.452 -0.210
C -2.429 -0.636 0.731 -0.232
N -1.154 -0.452 0.119 -0.019
C -0.269 -1.602 0.402 -0.161
C 1.103 -1.438 -0.288 -0.189
O 1.952 -0.564 0.418 -0.184
C 2.014 0.759 0.052 -0.127
H -4.206 3.000 -0.188 0.073
H -3.918 3.438 1.517 0.086
H -5.054 2.126 1.128 0.079
H -3.693 0.450 -0.610 0.119
H -4.363 0.185 0.933 0.116
H -2.874 -1.592 0.439 0.109
H -2.319 -0.673 1.836 0.116
H -0.625 0.375 0.414 0.088
H -0.624 -2.556 0.018 0.095
H -0.105 -1.656 1.484 0.094
H 0.799 -1.010 -1.277 0.115
H 1.625 -2.409 -0.388 0.101
H 2.999 1.174 0.294 0.061
H 1.315 1.361 0.652 0.077
H 1.798 0.858 -1.010 0.071
C 4.791 1.439 2.488 -0.078
C 5.969 2.403 2.467 -0.306
O 7.166 1.653 2.739 -0.087
H 3.849 1.964 2.257 0.058
H 4.818 0.924 3.457 0.084
H 4.947 0.655 1.764 0.068
H 5.718 3.063 3.302 0.094
H 6.118 2.977 1.564 0.100
H 7.895 2.082 2.249 0.087
C -4.579 -2.805 3.099 -0.078
C -4.193 -4.044 2.357 -0.310
O -2.923 -3.940 1.716 -0.118
H -3.926 -2.666 3.975 0.074
H -5.647 -2.752 3.343 0.085
H -4.436 -1.990 2.402 0.055
H -4.983 -4.131 1.572 0.115
H -4.145 -5.002 2.888 0.115
H -2.248 -3.697 2.355 0.018
C -4.112 1.742 4.487 -0.082
C -5.514 2.234 4.161 -0.296
O -6.370 1.059 4.116 -0.106
H -3.409 2.564 4.687 0.069
H -3.690 1.177 3.639 0.060
H -4.155 1.040 5.314 0.075
H -5.582 2.841 3.221 0.099
H -5.941 2.864 4.943 0.105
H -6.923 1.157 3.316 0.034
C -6.273 2.298 -2.566 -0.050
C -7.471 2.857 -1.728 -0.254
O -7.045 3.420 -0.472 -0.110
H -6.655 2.086 -3.561 0.073
H -5.874 1.432 -2.085 0.055
H -5.587 3.138 -2.602 0.063
H -8.093 2.043 -1.436 0.081
H -7.999 3.643 -2.251 0.113
H -6.818 4.355 -0.533 0.098
C -0.854 -1.931 4.089 -0.138
O -0.913 -3.215 3.499 -0.140
H -0.095 -1.923 4.873 0.084
H -0.567 -1.218 3.303 0.054
H -1.794 -1.655 4.619 0.094
H -0.022 -3.413 3.190 0.067
C -8.377 0.686 1.028 -0.144
O -7.938 1.761 1.807 -0.135
H -8.291 -0.207 1.583 0.072
H -9.409 0.786 0.702 0.086
H -7.766 0.623 0.141 0.064
H -7.691 2.525 1.240 0.071
C 4.817 2.958 -1.802 -0.165
O 4.040 3.178 -0.663 -0.134
H 5.040 1.921 -1.875 0.056
H 4.305 3.223 -2.765 0.077
H 5.776 3.499 -1.810 0.087
H 3.961 4.149 -0.580 0.087
C -0.372 1.840 3.528 -0.138
O -0.619 1.690 2.160 -0.170
H 0.711 1.705 3.615 0.093
H -0.756 2.776 3.923 0.071
H -0.815 0.968 4.023 0.069
H -1.570 1.609 1.937 0.051
C 0.210 -2.408 -3.918 -0.186
O -0.579 -3.161 -4.793 -0.138
H 0.076 -2.676 -2.840 0.080
H 1.274 -2.584 -4.147 0.054
H 0.185 -1.341 -4.133 0.063
H -1.477 -3.273 -4.409 0.030
C -2.049 5.788 3.387 -0.202
O -1.464 6.372 2.283 -0.137
H -1.387 5.752 4.261 0.075
H -2.861 6.454 3.696 0.081
H -2.417 4.781 3.172 0.059
H -0.768 5.734 2.014 0.024
```